The molecule C20H31N3O2. Source: the OMol25 dataset; level of theory: wB97M-V/def2-TZVPD.

The geometry in XYZ format:
```
56
Properties=species:S:1:pos:R:3:forces:R:3
O 2.812 2.332 1.121 0.107 -0.074 0.375
O -0.310 1.157 -1.286 -0.102 -0.077 -0.199
N 3.266 2.406 -1.094 0.138 0.029 -0.351
N 0.216 1.114 0.937 0.323 0.120 1.108
N -0.380 -0.075 1.202 -0.462 -0.397 -0.701
C -5.179 -2.021 0.200 -0.124 -0.031 0.205
C -0.226 -0.645 2.324 0.241 0.040 0.116
C 2.226 0.083 -4.495 -0.079 0.026 -0.068
C 2.461 2.543 -0.026 -0.192 0.430 -0.214
C 4.923 0.327 -3.935 -0.014 0.002 -0.002
C -3.703 -0.725 1.821 -0.115 -0.159 0.256
C 2.663 0.099 -3.181 0.025 -0.043 0.025
C -0.966 -1.932 2.521 -0.186 -0.039 0.109
C -2.101 -1.788 3.544 -0.016 0.115 -0.070
C 4.562 1.771 -1.009 0.182 -0.209 0.221
C 1.033 2.940 -0.361 -0.022 -0.271 0.021
C -6.317 -1.017 0.053 0.186 -0.135 -0.072
C 4.488 0.303 -1.463 0.002 0.269 -0.009
C 0.218 1.639 -0.314 0.028 0.351 -0.177
C 3.138 0.188 -5.531 -0.044 -0.005 -0.091
C -3.081 -0.660 3.216 0.029 -0.078 -0.107
C 4.016 0.220 -2.888 0.038 -0.129 0.097
C -4.520 -1.992 1.580 0.145 0.172 -0.283
C 4.489 0.307 -5.248 0.068 0.030 -0.072
C 0.615 -0.127 3.460 -0.060 0.120 -0.220
H -0.270 -2.697 2.873 0.022 -0.051 -0.051
H 5.266 2.323 -1.638 -0.006 -0.050 0.091
H -2.918 -0.645 1.069 -0.012 0.060 -0.101
H -7.066 -1.174 0.827 -0.113 0.021 0.075
H -1.370 -2.246 1.561 0.059 -0.032 -0.050
H 2.799 0.174 -6.556 -0.029 -0.006 -0.080
H 0.827 1.547 1.631 -0.084 -0.091 -0.263
H 1.613 0.143 3.112 0.070 0.039 0.020
H -3.878 -0.674 3.965 0.003 0.091 0.039
H -2.561 0.296 3.310 -0.020 0.077 0.089
H 0.160 0.763 3.897 0.009 0.074 0.088
H 0.659 3.631 0.394 0.115 0.023 -0.015
H 4.880 1.830 0.034 0.030 0.051 -0.149
H 2.861 2.457 -2.017 -0.103 0.077 0.126
H 3.797 -0.231 -0.807 0.048 -0.023 0.043
H 1.171 -0.010 -4.703 -0.101 -0.013 -0.026
H -4.353 0.145 1.710 0.027 0.064 -0.083
H -3.868 -2.864 1.664 0.008 -0.080 0.097
H -4.421 -1.823 -0.561 0.043 -0.082 -0.059
H 1.939 0.011 -2.383 -0.082 -0.023 0.103
H 0.711 -0.881 4.236 0.015 -0.016 0.072
H -5.574 -3.025 0.022 0.057 -0.007 -0.078
H 0.943 3.380 -1.352 -0.077 -0.089 0.043
H -1.676 -1.594 4.533 -0.019 -0.090 0.065
H -5.951 0.003 0.129 -0.036 0.144 0.006
H 5.978 0.420 -3.718 0.118 -0.001 0.025
H -2.636 -2.737 3.602 0.035 -0.052 0.087
H 5.479 -0.141 -1.362 -0.002 -0.052 0.030
H -6.797 -1.131 -0.916 -0.094 0.062 -0.067
H 5.205 0.385 -6.053 0.053 0.001 -0.065
H -5.292 -2.080 2.350 -0.027 -0.084 0.087
```
Positions in Å, forces in eV/Å.

Summary:
Charge ... 0
SMILES string ... CCCCCCC/C(C)=N/NC(=O)CC(=O)NCCc1ccccc1
E_LUMO ... 0.79 eV
Kohn-Sham gap ... 9.76 eV
Molar mass ... 345.5 Da
Energy ... -29809.21758 eV
ΔE to the lowest compared entry with this formula, charge and spin ... 1.761 eV

natural (NBO) population analysis, charges in e, atoms 1 to 6: O -0.66; O -0.58; N -0.61; N -0.48; N -0.25; C -0.39


The molecule C20H31N3O5S. Source: the OMol25 dataset; level of theory: wB97M-V/def2-TZVPD.

The geometry in XYZ format:
```
60
Properties=species:S:1:pos:R:3:forces:R:3
S -5.002 1.071 -0.004 -0.592 -0.270 -0.219
O -4.469 1.992 -0.958 0.120 -0.211 -0.267
O 3.203 0.262 -2.268 -0.237 0.071 -0.155
O -5.172 1.503 1.348 -0.020 -0.306 0.174
O -0.934 -1.515 0.770 -0.009 -0.217 0.015
O 3.916 2.583 0.193 0.035 -0.215 0.219
N -4.117 -0.366 -0.038 -0.583 0.872 0.008
N -6.500 0.602 -0.559 0.605 0.625 0.313
N 4.522 -0.184 -0.492 0.225 -0.010 -0.075
C 5.415 0.905 -0.811 -0.149 0.500 -0.212
C 1.229 -0.919 -0.205 -0.140 0.125 0.116
C 0.518 -3.197 0.075 -0.136 0.139 0.040
C 2.427 -1.375 -0.740 -0.218 -0.269 -0.153
C 4.554 0.344 1.890 0.232 -0.081 -0.093
C -2.527 -0.125 1.837 0.171 -0.303 -0.240
C -6.499 0.187 -1.941 0.130 0.027 -0.337
C -1.353 -0.160 0.854 -0.069 0.691 0.109
C 4.733 -0.739 0.824 -0.206 -0.080 0.528
C -7.196 -0.289 0.337 -0.073 -0.111 0.336
C 3.531 3.246 -0.990 -0.072 0.037 -0.193
C -3.031 -0.395 -0.997 0.406 0.211 -0.539
C 5.482 1.524 1.609 -0.354 0.159 -0.189
C 2.668 -2.733 -0.885 0.095 0.216 -0.033
C 1.704 -3.639 -0.471 -0.037 0.028 0.019
C -1.805 0.376 -0.510 0.048 -0.387 0.101
C 5.222 2.057 0.196 0.461 -0.130 0.070
C -3.726 -0.876 1.260 0.032 -0.043 0.710
C 0.263 -1.829 0.211 0.199 -0.261 -0.071
C 3.405 -0.354 -1.236 0.092 -0.157 -0.033
H -6.069 -0.814 -2.067 -0.025 -0.052 -0.024
H 2.618 3.788 -0.747 0.024 0.050 -0.081
H 3.523 0.699 1.866 -0.068 -0.067 0.069
H 6.526 1.214 1.687 0.066 0.014 0.011
H -6.794 -1.309 0.294 -0.027 -0.055 -0.014
H -2.070 1.429 -0.411 0.110 0.036 -0.023
H 6.451 0.556 -0.759 -0.018 0.035 -0.012
H 5.196 1.231 -1.829 0.114 -0.043 0.104
H 3.325 2.542 -1.803 0.041 0.062 0.050
H -2.815 0.910 2.018 0.074 0.008 0.064
H -0.534 0.457 1.252 -0.096 -0.130 -0.055
H -0.238 -3.892 0.404 -0.094 -0.080 0.042
H -4.583 -0.771 1.925 0.118 -0.220 0.096
H 4.301 3.958 -1.310 -0.016 0.033 0.013
H -3.399 0.042 -1.924 0.177 -0.176 -0.086
H 1.078 0.146 -0.125 -0.077 0.113 0.001
H 1.881 -4.699 -0.577 -0.001 -0.091 -0.007
H -2.771 -1.445 -1.168 -0.094 0.080 -0.036
H 5.299 2.321 2.330 0.095 0.045 0.012
H -1.004 0.279 -1.244 0.023 0.083 -0.005
H 4.758 -0.073 2.877 -0.044 -0.022 0.038
H -3.481 -1.935 1.141 -0.116 0.057 -0.003
H -8.254 -0.307 0.074 0.028 -0.002 -0.007
H 5.945 2.856 -0.050 -0.110 -0.117 0.022
H -7.522 0.191 -2.317 0.019 -0.006 0.019
H -7.080 0.108 1.342 -0.205 -0.150 0.101
H -2.227 -0.585 2.779 0.030 0.058 0.045
H 4.034 -1.559 0.993 0.180 0.052 -0.012
H 3.594 -3.074 -1.321 0.104 -0.034 -0.036
H 5.756 -1.134 0.867 -0.066 -0.055 0.012
H -5.907 0.912 -2.495 -0.100 -0.078 -0.243
```
Positions in Å, forces in eV/Å.

Summary:
Charge ... 0
SMILES string ... CO[C@H]1CCCN(C(=O)c2cccc(OC3CCN(S(=O)(=O)N(C)C)CC3)c2)C1
E_LUMO ... 0.76 eV
Kohn-Sham gap ... 9.45 eV
Molar mass ... 425.6 Da
Energy ... -46786.01864 eV
ΔE to the lowest compared entry with this formula, charge and spin ... 1.594 eV

natural (NBO) population analysis, charges in e, atoms 1 to 6: S 2.45; O -0.94; O -0.63; O -0.95; O -0.53; O -0.55